Record 1
{"formula": "C4H12O3", "method": "the ωB97M-V functional and the def2-TZVPD basis", "species": ["C", "C", "C", "C", "H", "H", "H", "H", "H", "H", "O", "H", "H", "O", "H", "H", "O", "H", "H"], "positions_angstrom": [[1.447439, 0.990502, 3.446767], [0.472477, 1.409420, 4.262442], [0.691989, 2.321494, 5.374020], [1.502219, 3.407078, 5.300540], [2.480868, 1.262817, 3.593705], [1.270307, 0.729945, 2.340342], [-0.556253, 1.114662, 4.182524], [-0.014864, 2.237586, 6.239829], [1.120458, 4.268879, 5.909301], [2.453508, 3.421562, 4.710255], [-0.609122, -2.062107, -6.907480], [-1.001158, -1.945680, -6.023512], [0.295524, -2.336028, -6.773170], [-0.268128, -0.922879, -4.451295], [0.459262, -0.348838, -4.198100], [-0.695783, -1.059935, -3.545948], [-2.821503, -3.937324, -4.231535], [-3.579005, -3.696200, -4.768562], [-2.648235, -4.854954, -4.460124]], "atomic_forces_ev_per_a": [[-0.760, 0.553, -2.527], [1.559, -1.035, 0.117], [-0.088, 1.113, 0.866], [-0.673, -0.370, 0.927], [0.140, 0.101, 0.413], [-0.092, -0.442, 2.063], [-0.370, -0.065, -0.598], [0.305, 0.483, -1.109], [1.451, -0.805, -0.195], [-1.472, 0.466, 0.044], [-0.802, -0.060, -0.172], [0.629, -0.021, -0.485], [0.183, -0.041, 0.296], [-0.900, -0.135, 2.624], [0.269, 0.171, -0.360], [0.590, 0.022, -1.901], [0.065, 0.001, 0.101], [-0.097, 0.070, -0.093], [0.063, -0.008, -0.009]], "nbo_charge": [-0.390, -0.223, -0.226, -0.376, 0.186, 0.200, 0.211, 0.201, 0.209, 0.207, -0.959, 0.492, 0.463, -0.948, 0.475, 0.477, -0.941, 0.470, 0.471], "charge": 0, "smiles": "C=CC=C.O.O.O", "orbital_gap_ev": 9.38, "homo_energy_ev": -8.790, "multiplicity": 1}


Record 2
{"formula": "C28H46BrN4O2RhS3Si", "method": "the ωB97M-V functional and the def2-TZVPD basis", "species": ["Rh", "C", "C", "C", "N", "C", "C", "H", "H", "H", "H", "H", "C", "S", "C", "H", "H", "H", "H", "H", "H", "N", "C", "C", "C", "C", "C", "C", "S", "O", "O", "N", "C", "S", "C", "C", "N", "H", "H", "H", "H", "H", "H", "H", "H", "C", "C", "C", "C", "Si", "Br", "C", "C", "C", "C", "C", "C", "C", "C", "H", "H", "H", "H", "H", "H", "H", "H", "H", "H", "H", "H", "H", "H", "H", "H", "H", "H", "H", "H", "H", "H", "H", "H", "H", "H", "H"], "positions_angstrom": [[1.435835, -0.411218, -0.527521], [0.223406, -1.110734, 4.169897], [0.488993, -2.184930, 3.335146], [0.776337, -1.937270, 2.008652], [0.818021, -0.696044, 1.507270], [0.569595, 0.340742, 2.315226], [0.255088, 0.173607, 3.648196], [-0.002140, -1.271163, 5.215509], [0.475760, -3.201622, 3.700357], [0.978679, -2.748895, 1.319467], [0.625433, 1.325835, 1.868515], [0.054229, 1.038000, 4.264713], [3.308278, 2.480496, -1.062627], [1.803017, 1.714500, -1.685516], [0.574995, 2.952100, -1.236164], [3.240970, 2.668172, 0.007111], [3.471307, 3.408854, -1.607051], [4.134889, 1.802434, -1.260199], [0.816292, 3.878954, -1.753147], [0.557085, 3.115960, -0.160506], [-0.394474, 2.594884, -1.576687], [6.165037, 5.523583, 1.851234], [5.811892, 4.222018, 1.877264], [6.617569, 3.246376, 1.254646], [6.265089, 1.920359, 1.293859], [5.087577, 1.530814, 1.937094], [4.279380, 2.483591, 2.563645], [4.629981, 3.810654, 2.530984], [4.646607, -0.130936, 1.998754], [5.809060, -0.960068, 1.858574], [3.665666, -0.355975, 3.011867], [3.750650, -0.340269, 0.559080], [4.198541, -1.056605, -0.417983], [5.739161, -1.845320, -0.716333], [5.137254, -2.397122, -2.200490], [3.809916, -2.017705, -2.406509], [3.294468, -1.286845, -1.431397], [7.047828, 5.810631, 1.467731], [5.650903, 6.209081, 2.374847], [7.538219, 3.545086, 0.770325], [6.912315, 1.175636, 0.848918], [3.395539, 2.168176, 3.103173], [4.019073, 4.545882, 3.038897], [5.736126, -2.997207, -2.868102], [3.221019, -2.293800, -3.269102], [-4.826326, -2.656841, 0.516011], [-3.322347, -2.365517, 0.325682], [-2.784218, -1.812111, 1.652345], [-2.601157, -3.694923, 0.066074], [-3.134964, -1.101624, -1.096785], [-0.776308, -1.239749, -1.651442], [-3.861923, -1.616891, -2.783349], [-5.378833, -1.329699, -2.752997], [-3.657653, -3.120687, -3.026902], [-3.264279, -0.879356, -3.990527], [-3.347360, 0.732873, -0.607742], [-4.750707, 0.933760, 0.000780], [-3.225441, 1.638819, -1.840800], [-2.305968, 1.208820, 0.413199], [-4.946004, -3.321066, 1.376232], [-5.267181, -3.161600, -0.340856], [-5.410879, -1.758332, 0.722366], [-2.883225, -2.588252, 2.416746], [-3.335163, -0.943642, 2.007764], [-1.726505, -1.548746, 1.585765], [-2.785380, -4.354057, 0.919077], [-1.520681, -3.567006, -0.023606], [-2.954474, -4.211007, -0.824274], [-5.895816, -1.833831, -1.935570], [-5.816930, -1.697976, -3.684296], [-5.601585, -0.264424, -2.696968], [-4.156284, -3.745038, -2.288832], [-2.600335, -3.393801, -3.053205], [-4.083453, -3.373532, -4.000861], [-3.457679, 0.190575, -3.979573], [-3.732251, -1.280908, -4.892883], [-2.189781, -1.035179, -4.089936], [-5.550764, 0.646430, -0.681354], [-4.886712, 1.995430, 0.225216], [-4.886118, 0.388623, 0.933740], [-4.028289, 1.480291, -2.558087], [-2.277318, 1.499657, -2.368492], [-3.284660, 2.682981, -1.520420], [-2.395948, 0.717987, 1.378909], [-2.443927, 2.282193, 0.576973], [-1.285657, 1.054667, 0.051297]], "atomic_forces_ev_per_a": [[0.017, 0.293, -0.108], [-0.003, 0.000, 0.009], [0.017, -0.005, -0.007], [0.056, 0.000, 0.025], [0.162, -0.056, 0.146], [-0.001, -0.028, -0.004], [0.007, 0.015, -0.013], [-0.002, -0.005, 0.000], [0.001, 0.000, 0.002], [0.010, 0.000, 0.003], [0.005, 0.007, 0.006], [-0.003, -0.004, 0.007], [0.015, 0.046, 0.018], [0.000, 0.030, 0.055], [-0.029, 0.014, -0.005], [-0.004, 0.000, -0.004], [-0.015, 0.000, -0.007], [-0.007, -0.009, -0.018], [0.012, -0.007, -0.009], [0.007, -0.007, 0.000], [0.015, -0.008, 0.013], [0.001, 0.072, -0.046], [-0.052, -0.064, 0.050], [0.004, 0.006, -0.014], [-0.008, -0.014, -0.045], [-0.052, 0.055, 0.079], [-0.039, -0.016, 0.013], [0.065, 0.026, -0.040], [-0.111, -0.011, -0.169], [0.008, -0.015, 0.040], [0.082, -0.022, 0.027], [0.116, -0.009, 0.069], [-0.289, -0.038, 0.001], [0.055, -0.016, -0.042], [-0.004, 0.025, 0.043], [0.050, -0.048, 0.027], [-0.057, -0.093, 0.072], [0.011, -0.012, 0.010], [0.001, -0.010, 0.015], [0.004, 0.010, 0.004], [0.002, -0.012, 0.005], [0.003, -0.031, -0.012], [0.002, 0.006, 0.001], [0.024, 0.004, 0.009], [-0.017, 0.018, 0.002], [0.005, 0.016, 0.023], [-0.096, 0.095, -0.017], [0.046, -0.011, -0.010], [0.033, -0.065, -0.027], [0.006, -0.033, 0.045], [-0.020, -0.137, -0.186], [-0.061, -0.019, 0.087], [0.001, -0.029, -0.022], [0.014, 0.009, -0.052], [0.021, 0.029, -0.045], [-0.045, -0.057, -0.027], [0.035, 0.045, -0.005], [0.025, 0.026, -0.027], [0.039, 0.015, 0.023], [0.014, -0.005, 0.000], [0.001, -0.043, -0.060], [0.011, -0.016, -0.032], [0.010, -0.011, -0.003], [-0.076, 0.004, -0.010], [-0.055, 0.033, -0.016], [0.004, -0.007, 0.000], [0.000, 0.020, -0.001], [0.073, 0.025, 0.111], [0.010, 0.031, -0.002], [0.003, -0.003, -0.004], [0.017, 0.038, 0.003], [-0.081, 0.033, -0.013], [-0.004, -0.003, 0.013], [0.000, 0.009, -0.012], [0.023, -0.055, -0.019], [-0.006, 0.002, -0.005], [-0.007, -0.013, 0.008], [0.006, -0.026, 0.000], [0.003, 0.005, -0.003], [0.025, -0.030, 0.041], [-0.034, 0.008, 0.044], [-0.019, -0.017, 0.006], [-0.001, 0.011, 0.012], [0.009, 0.016, -0.016], [0.002, 0.010, -0.002], [0.008, 0.010, -0.008]], "lowdin_spin": [2.364, 0.002, 0.005, 0.019, 0.109, 0.016, 0.004, 0.000, 0.001, 0.005, 0.003, 0.000, 0.014, 0.136, 0.022, 0.001, 0.004, 0.000, 0.005, 0.002, 0.000, 0.010, 0.007, 0.001, 0.004, 0.010, 0.005, 0.001, 0.009, 0.007, 0.015, 0.327, 0.021, 0.119, 0.280, 0.117, 0.215, 0.000, 0.000, 0.000, 0.001, 0.000, 0.000, 0.010, 0.002, 0.001, 0.001, 0.000, 0.000, 0.012, 0.098, 0.005, 0.002, 0.001, 0.001, 0.001, 0.001, 0.000, 0.002, 0.000, 0.000, 0.000, 0.000, 0.000, 0.000, 0.000, 0.000, 0.000, 0.000, 0.000, 0.000, 0.000, 0.001, 0.000, 0.000, 0.000, 0.001, 0.000, 0.000, 0.000, 0.000, 0.000, 0.000, 0.000, 0.000, 0.002], "s2": 6.0300, "charge": 2, "orbital_gap_ev": [8.39, 5.04], "homo_energy_ev": [-13.121, -13.131], "multiplicity": 5}


Record 3
{"formula": "C38H44CuN6OP2S2", "method": "the ωB97M-V functional and the def2-TZVPD basis", "species": ["Cu", "O", "C", "C", "C", "C", "C", "C", "C", "P", "C", "C", "C", "C", "C", "C", "C", "C", "C", "C", "C", "C", "H", "H", "H", "H", "H", "H", "H", "H", "H", "H", "H", "H", "H", "H", "S", "C", "S", "C", "C", "N", "C", "N", "N", "P", "N", "C", "C", "C", "C", "C", "N", "C", "C", "C", "C", "C", "N", "C", "C", "C", "C", "C", "H", "H", "H", "H", "H", "H", "H", "H", "H", "H", "H", "H", "H", "H", "H", "H", "H", "H", "H", "H", "H", "H", "H", "H", "H", "H", "H", "H", "H", "H"], "positions_angstrom": [[-0.115723, -1.204953, -1.074320], [-1.117609, 1.615882, -0.915565], [-1.332593, 0.281929, -1.000330], [-2.722105, -0.000867, -1.087559], [-3.755525, 0.988685, -0.929040], [-5.086409, 0.654591, -0.914091], [-5.496479, -0.681646, -1.085285], [-4.520028, -1.656624, -1.279490], [-3.163577, -1.349458, -1.302875], [-1.905132, -2.669911, -1.520863], [-2.392492, -3.744796, -0.113852], [-3.036313, -4.977024, -0.200533], [-3.380971, -5.681968, 0.950120], [-3.091697, -5.164450, 2.203236], [-2.460568, -3.929432, 2.298836], [-2.117287, -3.227410, 1.154830], [-2.500094, -3.576012, -2.999548], [-3.274490, -2.965691, -3.986518], [-3.517796, -3.603297, -5.198459], [-2.984335, -4.857755, -5.454516], [-2.184173, -5.463633, -4.493749], [-1.930877, -4.822710, -3.290327], [-3.448902, 2.019309, -0.795674], [-5.837304, 1.425226, -0.769732], [-6.547446, -0.947910, -1.059720], [-4.824260, -2.687910, -1.435820], [-3.282075, -5.391396, -1.169446], [-3.881762, -6.639828, 0.859183], [-3.348820, -5.720788, 3.096463], [-2.234211, -3.511867, 3.273250], [-1.618897, -2.265523, 1.229914], [-3.694762, -1.986175, -3.793093], [-4.126341, -3.112671, -5.950440], [-3.173649, -5.352826, -6.399560], [-1.739773, -6.432068, -4.692820], [-1.272603, -5.282023, -2.560949], [2.012713, -1.033597, -2.166105], [2.507682, -2.192052, -1.002845], [1.298647, -2.736707, 0.102865], [3.838122, -2.661243, -0.920458], [4.257817, -3.633808, 0.038676], [4.657014, -4.420797, 0.787967], [4.869181, -2.207907, -1.799212], [5.747140, -1.873370, -2.476493], [0.254843, 1.926317, -1.037234], [1.108925, 2.414820, 0.183294], [2.636673, 2.570114, -0.450525], [2.761559, 2.763502, -1.913458], [4.194061, 2.460931, -2.372818], [4.798267, 1.391372, -1.469822], [5.010631, 2.001730, -0.081273], [3.832086, 2.931871, 0.292379], [1.354732, 1.545970, 1.615481], [0.059458, 1.001863, 2.094841], [0.143006, 0.720672, 3.600770], [1.585254, 0.356423, 3.982463], [2.221225, -0.434651, 2.839518], [2.369737, 0.456337, 1.594462], [0.562877, 3.900676, 0.777615], [-0.802766, 4.358115, 0.535824], [-1.652422, 4.346190, 1.808720], [-0.958101, 5.099652, 2.949140], [0.463644, 4.565780, 3.142676], [1.222143, 4.671033, 1.818839], [2.474348, 3.787341, -2.196739], [2.064799, 2.075991, -2.381424], [4.816894, 3.363057, -2.327146], [4.169196, 2.132244, -3.412874], [5.742653, 1.015954, -1.865867], [4.106374, 0.546301, -1.412450], [5.933781, 2.591136, -0.066586], [5.119083, 1.205961, 0.658707], [4.103907, 3.974603, 0.073912], [3.637839, 2.865313, 1.359019], [-0.182500, 0.092171, 1.545745], [-0.740679, 1.711155, 1.872976], [-0.527926, -0.111976, 3.830103], [-0.190748, 1.588193, 4.179817], [1.599829, -0.219332, 4.911801], [2.162746, 1.273116, 4.146975], [1.607908, -1.304131, 2.604771], [3.208478, -0.804237, 3.123583], [2.293835, -0.147170, 0.682601], [3.356635, 0.913448, 1.616421], [-1.252780, 3.727713, -0.230274], [-0.763508, 5.388409, 0.145504], [-1.816075, 3.309007, 2.115375], [-2.628690, 4.790912, 1.596379], [-1.538382, 5.003786, 3.870410], [-0.905117, 6.167415, 2.699387], [0.427908, 3.509103, 3.425690], [0.990835, 5.118040, 3.927204], [2.250475, 4.345646, 1.939635], [1.241811, 5.724578, 1.500395]], "atomic_forces_ev_per_a": [[0.538, -0.088, -0.084], [0.026, 0.044, 0.354], [-0.968, -0.423, 0.008], [-0.115, 0.141, 0.083], [0.122, -0.032, -0.042], [0.069, -0.175, -0.069], [-0.011, 0.028, 0.027], [0.177, 0.132, -0.041], [-0.407, -0.195, 0.046], [-0.310, 0.519, 0.001], [-0.122, -0.071, -0.058], [0.021, 0.023, 0.105], [0.020, 0.029, -0.089], [0.021, 0.001, -0.073], [-0.015, 0.042, -0.007], [0.106, -0.042, 0.068], [0.227, -0.040, -0.141], [-0.131, -0.062, 0.012], [-0.009, 0.031, 0.034], [-0.002, 0.036, 0.024], [0.023, -0.021, 0.080], [-0.096, 0.003, 0.004], [-0.046, -0.010, 0.008], [0.022, 0.041, 0.010], [0.038, 0.005, -0.023], [-0.005, -0.010, 0.051], [-0.010, -0.013, -0.015], [0.013, 0.009, 0.002], [-0.015, 0.012, 0.016], [0.024, 0.001, -0.024], [-0.003, -0.019, 0.002], [0.013, -0.014, -0.036], [0.011, 0.011, 0.032], [-0.001, 0.004, -0.002], [0.011, 0.010, 0.023], [0.032, -0.019, -0.036], [0.173, -0.204, -0.102], [0.210, -0.097, 0.020], [0.173, -0.087, 0.122], [0.213, -0.033, 0.030], [-0.085, 0.193, -0.137], [-0.038, 0.069, -0.043], [-0.177, -0.103, 0.098], [-0.093, -0.028, 0.059], [0.374, 0.209, -0.263], [0.490, 0.326, 0.208], [-0.272, 0.076, -0.296], [0.105, -0.021, 0.145], [-0.033, -0.087, 0.171], [0.054, 0.134, 0.076], [-0.106, 0.015, -0.059], [0.096, -0.127, -0.097], [-0.153, -0.261, -0.328], [0.168, 0.228, 0.292], [0.139, 0.042, -0.067], [-0.032, -0.056, -0.106], [-0.047, 0.255, 0.060], [-0.049, -0.080, 0.035], [-0.276, 0.088, 0.056], [0.097, -0.034, -0.142], [0.165, 0.089, 0.057], [0.048, -0.173, -0.074], [-0.080, 0.108, -0.141], [-0.183, -0.260, 0.096], [-0.028, -0.013, 0.058], [0.008, -0.019, -0.016], [0.006, 0.023, -0.048], [-0.021, 0.004, 0.004], [-0.052, -0.068, -0.007], [0.102, 0.065, -0.040], [0.020, -0.001, 0.024], [0.045, 0.024, -0.026], [-0.032, 0.050, 0.022], [-0.066, 0.088, 0.096], [0.013, -0.140, -0.153], [0.071, -0.071, -0.020], [-0.011, 0.026, 0.051], [-0.048, -0.061, 0.006], [0.022, 0.041, 0.006], [-0.030, -0.033, 0.055], [-0.003, -0.085, -0.062], [-0.038, -0.074, -0.046], [-0.041, 0.038, 0.070], [-0.096, -0.023, 0.010], [0.040, 0.056, 0.016], [-0.002, -0.015, 0.018], [-0.107, 0.097, -0.027], [-0.024, -0.050, -0.002], [-0.005, 0.055, 0.021], [-0.026, -0.008, 0.033], [0.077, 0.099, 0.036], [-0.030, -0.005, 0.016], [0.070, -0.080, -0.030], [0.062, 0.015, 0.015]], "lowdin_spin": [0.059, 0.129, 0.273, 0.105, 0.091, 0.010, 0.144, 0.003, 0.117, 0.010, 0.002, 0.003, 0.000, 0.003, 0.000, 0.003, 0.004, 0.002, 0.000, 0.000, 0.000, 0.000, 0.007, -0.003, 0.013, -0.003, 0.000, 0.000, 0.000, 0.000, 0.000, 0.001, 0.000, 0.000, 0.000, 0.000, 0.007, 0.000, 0.006, 0.000, 0.000, 0.000, 0.000, 0.000, 0.004, 0.002, 0.000, 0.001, 0.000, 0.000, 0.000, 0.000, 0.001, 0.002, 0.000, 0.000, 0.000, 0.000, 0.000, 0.000, 0.000, 0.000, 0.000, 0.000, 0.000, 0.000, 0.000, 0.000, 0.000, 0.000, 0.000, 0.000, 0.000, 0.000, 0.002, 0.000, 0.000, 0.000, 0.000, 0.000, 0.000, 0.000, 0.000, 0.000, 0.000, 0.000, 0.000, 0.000, 0.000, 0.000, 0.000, 0.000, 0.000, 0.000], "s2": 0.7737, "charge": -2, "orbital_gap_ev": [4.41, 5.20], "homo_energy_ev": [-0.215, -1.002], "multiplicity": 2}


In order of appearance, total energy = -10482.503; -153258.925; -135996.369 eV.
In order of appearance, energy relative to the best compared isomer or geometry (same formula, charge and spin) = 254.32; 0.00; 0.00 kJ/mol.